Below is C33H86BrF3NO27P7Si2 as an isolated structure, with properties calculated with ωB97M-V/def2-TZVPD.

As for the spin multiplicity: 1. Its lowest unoccupied orbital energy is 0.35 eV.

Cartesian coordinates (Å):
C (2.7735, 4.1770, 0.9922)
C (4.0127, 3.5768, 0.3288)
C (4.3216, 2.1451, 0.7695)
O (3.0999, 1.5001, 1.1266)
Si (2.7028, -0.0792, 1.0332)
C (1.6249, -0.4719, 2.4938)
C (0.6746, 0.6986, 2.8187)
C (-0.6024, 0.2849, 3.5145)
N (-1.5038, -0.3877, 2.7089)
O (-0.8719, 0.5785, 4.6498)
C (4.1922, -1.1898, 0.8949)
C (3.8488, -2.5950, 0.3620)
C (3.8299, -3.6490, 1.4298)
F (3.5934, -4.8748, 0.9111)
F (2.8712, -3.4169, 2.3613)
F (5.0083, -3.7182, 2.0927)
O (1.7414, -0.2616, -0.3016)
Si (1.6344, 0.6253, -1.6850)
C (2.1359, -0.4581, -3.1380)
Br (4.0672, -0.8046, -2.8769)
C (1.4407, -1.7988, -3.3489)
C (-0.0310, -1.6316, -3.7387)
P (-0.4605, 1.3708, -1.9069)
C (-0.0621, 2.5702, -3.2619)
C (-0.5543, 2.4825, -0.4143)
C (-1.2572, 3.8088, -0.6978)
H (2.7939, 5.2640, 0.9012)
H (2.7199, 3.9311, 2.0539)
H (1.8640, 3.8235, 0.5058)
H (4.8861, 4.2059, 0.5208)
H (3.8698, 3.5752, -0.7544)
H (4.7872, 1.6039, -0.0610)
H (5.0078, 2.1084, 1.6205)
H (2.2452, -0.6886, 3.3675)
H (1.0704, -1.3883, 2.2670)
H (0.3804, 1.2310, 1.9111)
H (1.1764, 1.4136, 3.4672)
H (-1.1030, -1.0374, 2.0459)
H (-2.2222, -0.8243, 3.2766)
H (4.9538, -0.7443, 0.2537)
H (4.6356, -1.2604, 1.8943)
H (4.5843, -2.9282, -0.3709)
H (2.8750, -2.6296, -0.1329)
H (2.5924, 1.7648, -1.7058)
H (2.0977, 0.1305, -4.0575)
H (1.9677, -2.3466, -4.1327)
H (1.5436, -2.3966, -2.4384)
H (-0.3414, -2.4561, -4.3815)
H (-0.1929, -0.7062, -4.2923)
H (-0.6942, -1.5974, -2.8746)
H (0.6441, 3.3541, -2.9763)
H (-0.9798, 3.0354, -3.6225)
H (0.3687, 2.0140, -4.0999)
H (0.4420, 2.6719, -0.0005)
H (-1.1157, 1.9175, 0.3337)
H (-1.6370, 4.2425, 0.2284)
H (-0.5842, 4.5368, -1.1504)
H (-2.1103, 3.6827, -1.3688)
C (-2.8008, 0.7107, -5.1516)
O (-1.5782, 0.2831, -5.7752)
P (-0.6603, 1.3126, -6.5453)
O (-1.0391, 2.7199, -6.3916)
O (-0.5875, 0.8020, -8.0447)
C (-1.7693, 0.8985, -8.8502)
O (0.7564, 0.8825, -6.0038)
C (1.9063, 1.6706, -6.3494)
H (-3.4596, -0.1532, -5.1490)
H (-2.5973, 1.0260, -4.1292)
H (-3.2535, 1.5359, -5.6975)
H (-2.2752, 1.8502, -8.6827)
H (-2.4383, 0.0686, -8.6226)
H (-1.4491, 0.8385, -9.8863)
H (1.8860, 2.6018, -5.7841)
H (1.9572, 1.8951, -7.4138)
H (2.7712, 1.0790, -6.0594)
C (-4.9016, -0.0918, 4.4679)
O (-5.2355, -1.0715, 3.4704)
P (-6.5839, -0.9627, 2.6539)
O (-7.2891, 0.3169, 2.7637)
O (-7.4402, -2.2266, 3.0801)
C (-7.9387, -2.3061, 4.4218)
O (-6.0923, -1.3740, 1.2142)
C (-7.0104, -1.2019, 0.1185)
H (-4.2586, -0.5954, 5.1857)
H (-4.3604, 0.7315, 4.0055)
H (-5.7850, 0.2945, 4.9717)
H (-8.3197, -1.3378, 4.7480)
H (-7.1454, -2.6484, 5.0861)
H (-8.7468, -3.0315, 4.4105)
H (-7.0682, -0.1487, -0.1470)
H (-8.0039, -1.5677, 0.3784)
H (-6.6083, -1.7828, -0.7065)
C (0.4838, 2.8279, 11.6542)
O (-0.6263, 2.3315, 10.8944)
P (-0.5667, 2.3198, 9.3107)
O (0.7517, 2.6320, 8.7513)
O (-1.7266, 3.3006, 8.8377)
C (-1.5610, 4.7000, 9.0791)
O (-1.2007, 0.9193, 8.9998)
C (-1.2327, 0.4694, 7.6262)
H (0.0735, 3.2007, 12.5891)
H (1.1853, 2.0192, 11.8522)
H (1.0030, 3.6228, 11.1225)
H (-0.5379, 5.0125, 8.8649)
H (-1.8161, 4.9303, 10.1142)
H (-2.2417, 5.2195, 8.4103)
H (-0.2428, 0.1387, 7.3235)
H (-1.5646, 1.2586, 6.9561)
H (-1.9353, -0.3582, 7.6044)
C (7.3045, -6.9170, -3.3198)
O (6.6286, -6.1117, -4.2987)
P (7.4344, -5.0755, -5.1781)
O (8.8930, -5.1786, -5.0804)
O (6.8507, -3.6468, -4.7981)
C (7.1347, -3.1339, -3.4940)
O (6.7764, -5.3044, -6.5895)
C (7.3473, -4.6243, -7.7200)
H (6.5705, -7.1425, -2.5510)
H (7.6557, -7.8374, -3.7825)
H (8.1541, -6.3879, -2.8930)
H (8.1706, -3.3301, -3.2134)
H (6.4563, -3.5820, -2.7662)
H (6.9696, -2.0603, -3.5318)
H (8.2719, -5.1151, -8.0171)
H (7.5444, -3.5784, -7.4859)
H (6.6102, -4.6886, -8.5148)
C (-0.3717, 6.2088, -2.9921)
O (1.0627, 6.2866, -2.9724)
P (1.7901, 7.5523, -2.3630)
O (0.9192, 8.4784, -1.6350)
O (2.5923, 8.2090, -3.5663)
C (1.8422, 8.8434, -4.6087)
O (2.9557, 6.8586, -1.5635)
C (3.7818, 7.6759, -0.7171)
H (-0.6323, 5.5741, -3.8352)
H (-0.7272, 5.7631, -2.0643)
H (-0.8184, 7.1946, -3.1037)
H (1.0190, 9.4264, -4.1937)
H (1.4616, 8.0907, -5.2995)
H (2.5260, 9.5073, -5.1297)
H (3.2445, 7.9191, 0.1979)
H (4.0761, 8.5932, -1.2263)
H (4.6637, 7.0843, -0.4886)
C (-7.9570, -9.2858, 2.2234)
O (-7.7713, -7.9237, 2.6364)
P (-6.5595, -7.0769, 2.0719)
O (-5.8280, -7.7093, 0.9704)
O (-5.6618, -6.7235, 3.3363)
C (-4.9428, -7.7880, 3.9671)
O (-7.2589, -5.6970, 1.7998)
C (-6.4978, -4.6681, 1.1377)
H (-8.4689, -9.7863, 3.0410)
H (-8.5707, -9.3165, 1.3251)
H (-7.0041, -9.7692, 2.0175)
H (-4.5007, -8.4520, 3.2230)
H (-5.6105, -8.3480, 4.6226)
H (-4.1516, -7.3307, 4.5547)
H (-6.4309, -4.8911, 0.0741)
H (-5.4964, -4.5907, 1.5606)
H (-7.0289, -3.7406, 1.3114)

Forces on the atoms, in the same order (eV/Å):
0.1817 0.1759 0.0295
0.0301 -0.0023 -0.1329
-0.2495 -0.0191 -0.1821
0.2759 0.0331 0.1985
-0.1998 -0.0338 -0.0212
-0.0253 0.0542 0.0790
0.0366 0.0899 0.0558
0.2294 -0.0929 -0.9280
-0.0251 -0.5074 0.4820
-0.2015 0.2240 0.7893
-0.0467 -0.1545 0.1221
0.0704 -0.0577 -0.0855
0.0440 -0.0965 0.1689
0.0269 0.2799 0.1793
0.2124 -0.0864 -0.1704
-0.2826 -0.0704 -0.0997
0.1578 0.0160 -0.0615
-0.1352 -0.0085 -0.0432
0.0383 -0.1300 -0.1766
0.0715 0.0817 0.0062
-0.0058 -0.0237 0.1133
0.0034 0.0568 0.0438
-0.1558 0.0295 -0.0970
0.1284 0.0257 -0.0528
0.1367 -0.0565 0.0751
-0.0699 -0.0954 0.1748
-0.0500 -0.0128 -0.0447
-0.0246 -0.0202 -0.0314
0.1111 0.0333 0.1594
0.0245 -0.0831 0.0317
-0.0264 0.0978 0.0160
0.1065 0.0306 0.0571
-0.1048 0.0944 0.0518
-0.0682 -0.0943 -0.0066
0.0580 -0.0070 0.0144
0.0279 -0.0207 -0.0224
0.0064 0.0151 -0.0384
-0.0489 0.2374 -0.1967
-0.0999 0.0471 -0.2408
-0.0690 0.0684 -0.0045
0.0745 -0.0191 -0.0843
-0.0279 0.0233 -0.0098
0.0510 -0.0049 -0.0152
-0.0797 -0.0425 0.1035
-0.0037 -0.0751 0.0692
0.0255 0.0649 -0.0073
-0.0427 -0.0113 -0.0453
-0.0606 0.0141 0.0449
0.0852 -0.1838 0.0017
0.0573 -0.0351 0.0492
0.0031 -0.0418 0.0573
0.0684 0.0118 -0.0488
-0.1274 0.1289 0.2138
-0.1721 -0.0453 -0.0020
0.0359 0.0194 0.0086
0.0401 0.0407 0.0102
-0.0007 -0.5598 0.3278
-0.0116 -0.0130 -0.0042
-0.0207 0.0386 0.1139
-0.0977 0.1019 -0.3057
-0.1513 0.0537 -0.0685
-0.0310 -0.0074 -0.0712
0.0050 -0.0690 0.1007
0.0140 0.0728 -0.0488
0.1348 -0.0526 -0.2583
0.1494 0.0870 0.1665
-0.0185 0.0105 0.0121
0.0220 -0.0494 0.0325
0.0107 -0.0137 -0.0356
0.0139 -0.0014 0.0063
-0.0053 0.0039 0.0082
-0.0112 -0.0259 0.0016
0.0260 0.0377 -0.0167
-0.1314 -0.1154 -0.0306
0.0358 0.0389 -0.0426
0.1604 0.0655 0.0339
-0.0539 -0.1154 0.0941
0.0173 0.3742 0.0036
0.0335 -0.0525 0.1065
0.0531 -0.0868 -0.0601
-0.0575 0.0208 -0.0514
-0.0863 -0.1037 -0.0651
0.0729 0.0110 0.0418
0.0155 0.0272 0.0080
-0.0110 0.0123 0.0004
-0.0482 -0.0231 -0.0708
-0.0059 -0.0009 -0.0039
0.0019 0.0106 0.0124
0.0144 -0.0149 0.0266
-0.0124 0.0059 -0.0057
0.0008 -0.0220 -0.0029
-0.0173 0.0231 -0.0255
0.0085 -0.0684 0.0029
-0.0721 0.1211 -0.0207
0.0445 -0.0067 0.0348
-0.0066 0.0137 0.0198
-0.0279 -0.0346 0.0739
0.0321 0.0183 -0.0947
0.0287 -0.0427 -0.0991
0.0020 0.0414 0.0927
0.0268 0.0026 0.0104
-0.0033 -0.0080 0.0076
-0.0092 0.0019 -0.0034
-0.0032 -0.0139 -0.0039
0.0072 0.0013 0.0074
-0.0163 0.0077 0.0257
0.0024 0.0080 -0.0114
-0.0180 0.0028 0.0366
0.0157 -0.0198 -0.0509
-0.0124 -0.0366 -0.0598
-0.0243 0.0953 0.0993
0.0146 -0.0371 -0.0277
-0.0138 -0.0037 0.0310
-0.0497 -0.0450 0.0040
0.0450 0.0680 0.0217
0.0640 0.0212 -0.0515
-0.0446 -0.0212 0.0328
0.0191 -0.0181 0.0132
-0.0078 -0.0086 -0.0030
-0.0057 0.0075 -0.0016
0.0008 -0.0088 -0.0289
0.0007 -0.0025 0.0022
-0.0229 -0.0077 0.0035
0.0093 0.0041 0.0005
-0.0201 0.0080 -0.0015
0.0286 -0.0009 -0.0258
-0.0920 0.1486 -0.0173
0.0659 0.0299 -0.1020
-0.0567 -0.0847 0.0531
-0.0083 -0.0072 -0.0248
-0.0031 -0.0804 -0.0266
0.0125 0.0790 0.0362
0.0616 0.0433 0.0820
-0.0251 -0.0502 -0.0047
-0.0291 -0.0111 0.0012
0.0195 0.4459 -0.4351
0.0264 0.0264 -0.0397
0.0087 -0.0057 0.0092
-0.0133 -0.0033 0.0020
-0.0014 -0.0173 -0.0234
-0.0101 0.0231 -0.0070
0.0157 -0.0093 -0.0144
0.0055 0.0065 0.0112
-0.0454 0.0369 -0.0389
0.0857 -0.0320 0.1119
-0.0174 -0.0206 -0.0267
-0.0048 -0.0155 0.0205
-0.0800 -0.0111 0.0323
0.0796 0.0238 -0.0480
0.0370 0.0397 -0.0672
-0.0181 -0.0274 -0.0209
-0.0042 -0.0234 -0.0168
-0.0118 0.0028 0.0012
0.0032 0.0066 0.0073
-0.0051 0.0119 -0.0053
-0.0037 -0.0092 -0.0027
-0.0156 -0.0097 0.0254
0.0092 -0.0222 0.0005
-0.0081 0.0114 0.0299
0.0049 -0.0652 -0.0251